w) Here is the ion C2H3N2O2S with charge -1 from the OMol25 dataset. Energies are from the ωB97M-V functional and the def2-TZVPD basis.

The calculation puts the molar mass at 119.1 Da. As for the total charge: -1. The HOMO energy is -4.38 eV. For the LUMO energy, the calculation gives 3.97 eV. The HOMO-LUMO gap is 8.3 eV.

Each line ends with the Löwdin charge.
Atoms and positions in Å:
S -1.69185 0.69445 -0.22167  0.688
O -2.53357 0.79688 0.99983  -0.538
O -1.08050 2.00219 -0.45799  -0.534
N -0.14622 -0.45116 0.05278  -0.257
N -0.30496 -2.85311 -0.18978  0.061
C 1.28761 0.19212 -0.02803  -0.061
C -0.23518 -1.70774 0.01780  -0.535
H 1.30067 1.22431 -0.49205  0.063
H 1.51204 0.50076 0.99006  0.062
H 1.89196 -0.39871 -0.67094  0.052

x) Here is the ion C2H3N2O2S with charge -1 from the OMol25 dataset. Energies are from the ωB97M-V functional and the def2-TZVPD basis.

The calculation puts the molar mass at 119.1 Da. The SMILES is [H]/N=[N+]([O-])/C=C(/O)[S-]. As for the total charge: -1. The HOMO energy is -3.45 eV. For the LUMO energy, the calculation gives 3.81 eV. The HOMO-LUMO gap is 7.3 eV.

Each line ends with the Löwdin charge.
Atoms and positions in Å:
S 1.82733 1.32250 0.12300  0.454
O -2.48188 -0.56859 0.25529  -0.161
O 2.17373 -1.24091 -0.04869  -0.144
N -1.46586 0.20986 -0.02841  -0.348
N -1.38593 1.47500 -0.21698  0.076
C 1.21113 -0.20318 -0.04991  -1.000
C -0.03320 -0.64461 -0.04928  -0.063
H -0.45367 -1.58937 0.02116  0.054
H -2.35784 1.95140 -0.29548  0.081
H 2.96621 -0.71209 0.28930  0.051

Name the least stable of them. x).

w) Here is a cluster of 4 separate species, C2H13N3O3 in total from the OMol25 dataset. Energies are from the ωB97M-V functional and the def2-TZVPD basis.

The calculation puts the molar mass at 127.1 Da. The SMILES is [H]/N=C(\N)NC.O.O.O. As for the total charge: 0. The HOMO energy is -8.74 eV. For the LUMO energy, the calculation gives 0.51 eV. The HOMO-LUMO gap is 9.3 eV.

Each line ends with the Löwdin charge.
Atoms and positions in Å:
O -2.47028 1.59998 0.68788  -0.053
O -1.63802 0.26487 -2.17713  -0.068
O 1.74338 0.32462 -1.85626  -0.063
N -0.25552 -0.75325 0.92941  -0.016
N 2.01921 -0.96813 1.25107  0.098
N 0.95582 1.12311 1.49368  0.119
C 0.95893 -0.24687 1.27069  -0.616
C -0.34571 -1.92066 0.07873  -0.100
H -0.02574 -2.83309 0.55441  0.075
H -1.38435 -1.96546 -0.23942  0.078
H 0.22465 -1.74567 -0.83474  0.066
H 2.40028 0.24991 -1.14976  0.027
H -1.53811 -0.53955 -2.71232  0.052
H 0.09522 1.56113 1.78433  0.078
H -0.87085 0.29136 -1.59297  -0.003
H -3.17921 1.13678 0.23213  0.048
H 1.74509 1.46960 2.00837  0.084
H -2.02542 2.14875 0.03654  0.042
H -0.99166 -0.06710 0.84843  0.078
H 2.82921 -0.39099 1.48429  0.031
H 1.75309 1.26065 -2.09734  0.043

x) Here is a cluster of 4 separate species, C2H13N3O3 in total from the OMol25 dataset. Energies are from the ωB97M-V functional and the def2-TZVPD basis.

The calculation puts the molar mass at 127.1 Da. The SMILES is [H]/N=C(\N)NC.O.O.O. As for the total charge: 0. The HOMO energy is -9.26 eV. For the LUMO energy, the calculation gives 0.32 eV. The HOMO-LUMO gap is 9.6 eV.

Each line ends with the Löwdin charge.
Atoms and positions in Å:
O -3.23681 0.65931 0.80482  -0.061
O -1.39661 -1.23698 1.60482  -0.068
O 0.05985 0.78936 2.82924  -0.043
N 1.00010 -1.54069 -1.60016  0.115
N 1.50214 0.57760 -0.79425  -0.050
N -0.55584 0.24851 -1.79927  0.127
C 2.94435 0.46816 -1.04502  -0.112
C 0.67401 -0.31580 -1.53326  -0.572
H -0.89147 -0.42831 1.77845  -0.019
H -0.12960 0.00359 3.35536  0.055
H -3.22398 0.30666 1.69419  0.026
H -0.57185 1.18694 -1.42560  0.089
H 3.21972 -0.39859 -1.61808  0.056
H 3.40062 0.30926 -0.06958  0.080
H -2.38612 0.57159 0.37733  -0.012
H -0.48143 1.50436 3.17992  0.062
H 1.34761 0.53493 0.19978  0.095
H 3.34288 1.29642 -1.62824  0.069
H -1.36924 -0.29545 -2.01248  0.094
H 0.57487 -2.16488 -2.27508  0.039
H -1.41570 -1.44118 0.66871  0.031

Name the least stable of them. x).

w) Here is a cluster of 4 separate species, C4H12O3 in total from the OMol25 dataset. Energies are from the ωB97M-V functional and the def2-TZVPD basis.

The calculation puts the molar mass at 108.1 Da. As for the total charge: +1. The HOMO energy (spin up / spin down) is -13.98 / -13.98 eV. For the LUMO energy (spin up / spin down), the calculation gives -6.00 / -8.00 eV. The HOMO-LUMO gap (spin up / spin down) is 8.0 / 6.0 eV. The spin multiplicity is 2.

Each line ends with the Löwdin charge.
Atoms and positions in Å:
O -1.52054 -4.18870 -0.52122  -0.052
O -1.63650 -0.81083 0.56441  -0.015
O -0.67726 0.98123 -3.36840  -0.116
C 1.34403 -0.45828 1.61594  0.183
C 1.30687 3.02095 0.36760  0.162
C 0.88066 0.75168 1.16104  -0.026
C 1.47104 2.12892 1.38458  -0.053
H 2.45784 -0.61189 1.92366  0.155
H -0.85132 -3.52424 -0.29374  0.016
H 0.31974 0.79980 0.18018  0.125
H 2.01506 3.82826 0.17984  0.107
H -1.60118 -4.64513 0.31133  0.029
H -2.49988 -0.45479 0.33836  0.071
H -1.18983 -0.58841 -0.21286  -0.015
H 0.06452 0.36983 -3.04763  0.056
H 0.67988 2.84497 -0.49987  0.092
H 1.95496 2.48232 2.28290  0.121
H 0.63291 -1.25111 1.83055  0.094
H -1.32390 0.23718 -3.56597  0.068

x) Here is a cluster of 4 separate species, C4H12O3 in total from the OMol25 dataset. Energies are from the ωB97M-V functional and the def2-TZVPD basis.

The calculation puts the molar mass at 108.1 Da. As for the total charge: +1. The HOMO energy (spin up / spin down) is -14.02 / -14.02 eV. For the LUMO energy (spin up / spin down), the calculation gives -5.74 / -8.25 eV. The HOMO-LUMO gap (spin up / spin down) is 8.3 / 5.8 eV. The spin multiplicity is 2.

Each line ends with the Löwdin charge.
Atoms and positions in Å:
O 1.05431 1.24484 0.49631  -0.069
O -0.21633 0.20891 3.09694  -0.058
O 3.13572 -0.92342 0.38026  -0.047
C -0.00520 -1.30685 -1.72722  0.196
C -2.81049 0.94722 -0.84186  0.227
C -0.91302 -0.29445 -1.86399  -0.079
C -1.82963 -0.01814 -0.84046  -0.073
H 3.89506 -0.76319 0.95059  0.063
H -2.77753 1.88764 -1.37544  0.110
H 0.64381 0.57063 2.85963  0.021
H 1.45343 0.36165 0.42330  -0.004
H 2.92369 -1.85561 0.49220  0.050
H -3.68429 0.78813 -0.21348  0.109
H 0.78539 -1.53519 -2.43320  0.106
H -0.05231 -1.96442 -0.85745  0.107
H -0.80549 0.41692 2.35780  0.011
H 1.65694 1.71043 -0.10266  0.057
H -0.96839 0.28720 -2.77809  0.137
H -1.84449 -0.73555 -0.02366  0.135

Name the least stable of them. w).

w) Here is a cluster of 2 separate species, C10H15N5 in total from the OMol25 dataset. Energies are from the ωB97M-V functional and the def2-TZVPD basis.

The calculation puts the molar mass at 205.3 Da. As for the total charge: 0. The HOMO energy is -9.00 eV. For the LUMO energy, the calculation gives -0.49 eV. The HOMO-LUMO gap is 8.5 eV.

Each line ends with the Löwdin charge.
Atoms and positions in Å:
N 0.18528 -3.07712 2.05341  -0.093
N 1.53191 -1.71969 -1.81262  0.153
N 3.26414 -0.21892 -0.72543  0.051
N 0.02341 -0.05960 -1.01308  -0.068
N 2.13758 -0.32057 -0.04531  -0.141
C 3.55924 0.76262 1.21768  -0.044
C 1.04904 -0.89382 -0.74848  -0.281
C -0.88487 1.33821 0.82742  -0.124
C -1.26345 -0.83932 -1.24351  -0.090
C 0.59666 -2.60388 1.08205  -0.274
C 4.15566 0.47493 -0.03525  -0.101
C -1.81111 -0.93758 0.18103  -0.194
C -0.10479 1.21119 -0.49590  -0.194
C 2.26828 0.22192 1.19340  -0.054
C -2.21816 0.44371 0.67275  -0.148
H 5.16434 0.69179 -0.32098  0.103
H -1.19145 2.39603 0.98575  0.118
H 0.99307 -1.65062 -2.71544  0.138
H 3.88112 1.43651 1.97342  0.083
H 1.25127 0.05565 1.69710  0.134
H 2.50906 -1.77830 -1.88622  0.062
H -1.07657 -1.37948 0.80049  0.017
H -1.18423 -1.76419 -1.74380  0.101
H -2.80991 0.42753 1.58405  0.106
H -1.85497 -0.15443 -1.93944  0.146
H -2.79807 0.96674 -0.08238  0.099
H 1.00599 1.53833 -0.30793  0.153
H -2.70096 -1.56253 0.05271  0.124
H -0.46025 1.84733 -1.36764  0.155
H -0.23729 1.08673 1.63244  0.065

x) Here is a structure of composition C10H15N5 from the OMol25 dataset. Energies are from the ωB97M-V functional and the def2-TZVPD basis.

The calculation puts the molar mass at 205.3 Da. As for the total charge: 0. The HOMO energy is -8.15 eV. For the LUMO energy, the calculation gives 0.55 eV. The HOMO-LUMO gap is 8.7 eV.

Each line ends with the Löwdin charge.
Atoms and positions in Å:
N 2.50446 0.97602 -1.10441  0.152
N 0.86858 1.46813 0.62844  -0.126
N 3.29285 -0.63902 1.81813  0.201
N 0.25750 2.31080 -0.16529  0.069
N 0.64657 -0.80584 -0.53364  -0.050
C -0.46929 3.11625 0.60989  -0.114
C 0.58084 1.72490 1.93310  -0.085
C -1.30150 -1.30388 -1.91903  -0.161
C -0.03707 -1.34526 0.62428  -0.269
C -0.26051 -0.19838 -1.51588  -0.234
C 2.59353 -0.20313 1.02770  -0.172
C 1.82735 0.63096 0.09309  -0.316
C -0.32012 2.71849 1.96081  -0.076
C -1.02700 -2.47504 0.30347  -0.170
C -2.06709 -1.81871 -0.63830  -0.182
H -0.50690 -3.30814 -0.15630  0.106
H -2.81386 -2.47184 -1.00815  0.084
H -1.33856 3.74098 0.37987  0.112
H -2.54292 -0.98268 -0.10822  0.111
H -1.57484 -2.79815 1.20546  0.111
H -2.02676 -0.74604 -2.53183  0.102
H 0.23570 0.24423 -2.34436  0.087
H -0.86527 2.96932 2.88131  0.111
H 3.01500 0.21172 -1.50112  0.103
H 0.81968 -1.48253 1.41608  0.123
H -0.78721 -2.00688 -2.55537  0.099
H -0.89988 0.58648 -0.96931  0.116
H -0.62956 -0.57266 1.12138  0.094
H 1.87913 1.41319 -1.68446  0.032
H 0.94719 1.04671 2.73265  0.140

y) Here is a structure of composition C10H15N5 from the OMol25 dataset. Energies are from the ωB97M-V functional and the def2-TZVPD basis.

The calculation puts the molar mass at 205.3 Da. As for the total charge: 0. The HOMO energy is -9.19 eV. For the LUMO energy, the calculation gives -0.04 eV. The HOMO-LUMO gap is 9.1 eV.

Each line ends with the Löwdin charge.
Atoms and positions in Å:
N -1.98855 7.61584 -9.61576  0.106
N -1.98119 11.13937 -17.09608  0.074
N 1.86442 14.36912 -11.83473  0.122
N -1.62702 10.47423 -12.92806  0.052
N -5.06656 8.15360 -15.82160  0.124
C -1.57038 11.12546 -13.89059  -0.054
C -4.87748 9.25871 -16.15752  -0.266
C -1.53043 11.99397 -15.09950  -0.094
C -1.84213 8.86962 -18.26695  -0.009
C 0.83906 14.51992 -12.37629  -0.274
C -2.01095 8.88858 -11.83954  -0.197
C -0.46065 14.72830 -13.02384  -0.067
C -4.62660 10.63641 -16.60543  -0.075
C -1.93614 10.14687 -17.61966  -0.200
C -1.94683 8.20325 -10.59821  -0.291
H -3.56808 10.85354 -16.46233  -0.004
H -2.34269 11.93628 -15.82407  0.008
H -2.19842 9.96146 -11.79616  0.008
H -0.82085 8.48982 -18.23810  0.103
H -2.38532 9.05613 -19.19337  0.103
H -0.72387 13.71465 -13.32605  0.034
H -0.60494 11.92094 -15.67067  0.095
H -1.22289 15.25926 -12.45360  0.091
H -1.03319 8.88102 -12.32122  0.087
H -0.19964 15.37854 -13.85881  0.086
H -5.27562 11.30547 -16.04043  0.092
H -2.74677 8.45279 -12.51537  0.104
H -2.44286 8.17172 -17.68371  0.089
H -4.90043 10.69296 -17.65896  0.094
H -1.58640 13.03914 -14.79524  0.061

Name the least stable of them. y).